No. 1
{
  "formula": "C37H39B2F4N6O6PTi",
  "method": "ωB97M-V with the def2-TZVPD basis set",
  "elements": ["Ti", "P", "F", "F", "F", "F", "O", "O", "O", "O", "O", "O", "N", "N", "N", "N", "N", "N", "C", "C", "C", "C", "C", "C", "C", "C", "C", "C", "C", "C", "C", "C", "C", "C", "C", "C", "C", "C", "C", "C", "C", "C", "C", "C", "C", "C", "C", "C", "C", "C", "C", "C", "C", "C", "C", "B", "B", "H", "H", "H", "H", "H", "H", "H", "H", "H", "H", "H", "H", "H", "H", "H", "H", "H", "H", "H", "H", "H", "H", "H", "H", "H", "H", "H", "H", "H", "H", "H", "H", "H", "H", "H", "H", "H", "H", "H"],
  "xyz": [[-0.378, 0.216, 1.318], [1.319, 1.611, -1.602], [-1.127, 4.658, 0.948], [-2.144, -2.542, 4.579], [-1.583, 2.913, 2.401], [-2.400, -0.341, 3.915], [3.586, -1.380, 1.224], [-1.635, 2.569, 0.059], [-0.263, -1.371, 3.833], [0.485, 2.973, 1.219], [-2.065, -2.043, 2.305], [0.676, -1.510, 1.205], [0.116, -0.203, 3.223], [0.997, 0.523, -0.426], [2.306, 0.088, -0.110], [0.688, 1.792, 1.925], [-1.966, -0.980, 1.410], [-1.783, 1.231, 0.386], [4.332, 4.978, -0.816], [-2.909, -6.636, -0.858], [3.562, 0.507, -2.825], [-2.433, 3.058, -3.740], [2.190, -0.579, -4.978], [-4.162, 1.450, -0.312], [-0.129, -5.012, 2.964], [3.831, 4.750, -2.090], [0.619, -2.727, 1.423], [-1.454, 3.977, -3.395], [1.490, 3.141, 3.846], [-2.302, 1.727, -3.367], [-1.459, -5.762, 0.991], [2.504, 2.931, -1.233], [0.830, 0.661, 3.906], [-1.967, -5.610, -0.297], [-4.383, -1.312, 1.093], [3.552, -0.796, -4.843], [3.042, 3.133, 0.032], [2.929, 3.722, -2.302], [2.822, -0.706, 0.637], [-0.191, 2.231, -2.341], [-3.115, -0.548, 0.915], [-0.329, 3.567, -2.696], [-0.258, -3.687, 0.801], [-1.590, -4.494, -1.033], [-1.183, 1.308, -2.671], [-3.007, 0.724, 0.296], [4.238, -0.247, -3.770], [3.953, 4.158, 0.235], [1.043, 1.880, 3.187], [-0.751, -3.523, -0.512], [1.261, 0.447, 5.319], [2.189, 0.724, -2.949], [1.510, 0.178, -4.035], [-0.364, -2.362, -1.392], [-0.607, -4.832, 1.550], [-1.765, -1.578, 3.684], [-0.989, 3.317, 1.180], [-5.170, -0.915, 0.459], [-3.073, 1.010, -3.623], [0.961, -0.548, 5.635], [-4.642, 0.835, -1.075], [-3.301, 3.380, -4.300], [5.304, -0.408, -3.669], [5.027, 5.790, -0.649], [2.343, 0.548, 5.415], [-4.692, -1.263, 2.139], [0.451, 0.353, -4.155], [2.559, 3.511, -3.299], [4.149, 5.364, -2.922], [-4.203, -2.363, 0.864], [0.958, -5.109, 3.009], [0.667, 3.555, 4.434], [-3.811, 2.374, -0.763], [4.098, 0.932, -1.986], [-0.905, -1.465, -1.094], [-1.960, -4.381, -2.046], [1.651, -0.999, -5.817], [2.332, 2.956, 4.513], [-1.561, 5.018, -3.670], [0.781, 1.180, 5.969], [4.367, 4.314, 1.223], [-0.602, -2.587, -2.431], [0.701, -2.140, -1.328], [0.424, 4.286, -2.408], [-4.901, 1.690, 0.454], [2.755, 2.487, 0.847], [1.357, -3.128, 2.126], [-0.566, -5.908, 3.399], [-3.113, -6.454, -1.912], [-0.418, -4.157, 3.578], [-1.751, -6.627, 1.574], [4.079, -1.397, -5.574], [1.759, 3.873, 3.087], [-3.856, -6.607, -0.315], [-2.499, -7.640, -0.744], [-1.078, 0.277, -2.359]],
  "mulliken_spin": [0.364, 0.005, 0.001, 0.001, 0.007, 0.001, 0.001, 0.004, 0.006, 0.000, 0.012, -0.025, 0.141, -0.016, 0.016, 0.081, 0.162, 0.161, 0.000, 0.000, 0.001, -0.002, 0.000, -0.011, 0.000, 0.000, -0.003, -0.001, -0.021, -0.004, 0.001, 0.002, 0.263, 0.001, -0.010, 0.000, 0.001, -0.001, 0.009, 0.004, 0.223, 0.010, 0.017, 0.002, 0.014, 0.298, 0.000, 0.001, 0.181, -0.014, 0.002, -0.001, 0.001, -0.016, 0.001, 0.035, -0.016, -0.004, 0.001, 0.004, 0.006, 0.000, 0.000, 0.000, 0.003, 0.017, 0.000, 0.000, 0.000, 0.016, 0.000, 0.013, 0.007, 0.000, 0.028, 0.000, 0.000, 0.000, 0.000, 0.007, 0.000, 0.001, -0.001, 0.000, 0.010, 0.002, 0.002, 0.000, 0.000, 0.000, 0.000, 0.000, 0.007, 0.000, 0.000, -0.005],
  "s2": 2.015,
  "multiplicity": 3,
  "orbital_gap_ev": [5.74, 7.85],
  "e_tot_ev": -104860.705,
  "homo_energy_ev": [-6.550, -8.662],
  "relative_energy_kj_mol": 264.2
}

No. 2
{
  "formula": "C37H39BN2O4",
  "method": "ωB97M-V with the def2-TZVPD basis set",
  "elements": ["O", "O", "O", "O", "N", "N", "C", "C", "C", "C", "C", "C", "C", "C", "C", "C", "C", "C", "C", "C", "C", "C", "C", "C", "C", "C", "C", "C", "C", "C", "C", "C", "C", "C", "C", "C", "C", "C", "C", "C", "C", "C", "C", "B", "H", "H", "H", "H", "H", "H", "H", "H", "H", "H", "H", "H", "H", "H", "H", "H", "H", "H", "H", "H", "H", "H", "H", "H", "H", "H", "H", "H", "H", "H", "H", "H", "H", "H", "H", "H", "H", "H", "H"],
  "xyz": [[-3.494, 4.564, 0.725], [-4.947, 2.483, -1.599], [-3.461, 1.679, 0.158], [-2.594, 2.316, -2.103], [4.696, 0.420, -2.357], [0.198, -2.397, 4.300], [-3.748, 0.363, -0.254], [6.436, -1.354, -5.106], [0.981, 0.694, -2.160], [5.455, -2.273, -5.501], [6.201, -0.476, -4.051], [4.243, -2.330, -4.801], [-3.684, 6.765, 1.804], [-3.036, 4.045, -0.484], [0.917, -4.605, 5.078], [-0.426, -0.231, 3.376], [4.018, -1.486, -3.715], [-0.697, 0.082, 0.987], [-1.546, -5.681, 4.316], [-1.296, -4.324, 4.111], [1.923, 1.223, -0.012], [0.685, -5.975, 5.199], [-0.600, 1.052, -0.190], [-5.120, 1.153, -2.104], [3.200, 1.126, -0.542], [-3.839, -1.139, -2.316], [-3.258, 5.912, 0.713], [4.962, -0.498, -3.372], [-2.576, 5.109, -1.243], [-2.679, 6.298, -0.494], [-0.685, -1.320, 0.836], [5.844, 1.076, -1.746], [3.409, 0.696, -1.875], [-0.611, 0.599, 2.281], [-0.047, -3.767, 4.474], [-3.860, 0.305, -1.818], [0.795, 1.039, -0.815], [-0.544, -6.519, 4.814], [1.198, -1.734, 5.143], [-0.302, -1.639, 3.228], [-0.572, -2.173, 1.947], [-2.755, 1.109, -2.476], [2.260, 0.576, -2.693], [-3.647, 2.555, -0.967], [-2.047, -3.686, 3.648], [-0.656, 1.675, 2.440], [-0.377, 0.204, 4.379], [-3.230, -1.223, -3.230], [1.513, -2.390, 5.956], [-4.441, 7.489, 1.473], [0.125, 0.499, -2.806], [1.879, -4.197, 5.397], [6.986, 0.226, -3.765], [-2.373, 7.300, -0.746], [2.353, 0.341, -3.750], [-0.757, -1.778, -0.156], [3.461, -3.031, -5.093], [6.517, 0.350, -1.268], [5.517, 1.802, -1.003], [-5.987, 0.695, -1.605], [0.779, -0.829, 5.596], [-0.904, 2.057, 0.065], [-2.957, -0.310, 0.121], [-0.732, -7.591, 4.919], [-1.258, 0.690, -0.991], [5.626, -2.942, -6.346], [-2.278, 5.022, -2.272], [1.797, 1.441, 1.045], [7.390, -1.323, -5.631], [-4.868, -1.474, -2.525], [6.414, 1.630, -2.502], [-2.834, 7.361, 2.138], [3.101, -1.582, -3.138], [1.480, -6.629, 5.571], [-5.318, 1.179, -3.197], [-2.526, -6.089, 4.067], [-0.632, -3.256, 1.826], [2.077, -1.434, 4.554], [4.057, 1.342, 0.097], [-4.078, 6.185, 2.639], [-3.379, -1.790, -1.552], [-4.694, 0.057, 0.228], [-2.140, 0.696, -3.281]],
  "lowdin_charge": [0.062, 0.085, 0.061, 0.192, -0.082, -0.087, -0.112, -0.092, -0.027, -0.107, -0.032, -0.086, -0.034, -0.074, -0.035, -0.015, -0.044, -0.233, -0.090, -0.037, -0.022, -0.093, -0.087, -0.109, -0.010, 0.000, -0.336, -0.211, -0.051, -0.031, -0.032, -0.048, -0.198, -0.035, -0.214, -0.388, -0.193, -0.111, -0.041, -0.213, -0.009, 0.036, -0.036, -0.829, 0.110, 0.125, 0.105, 0.086, 0.075, 0.089, 0.097, 0.099, 0.093, 0.103, 0.112, 0.117, 0.102, 0.106, 0.073, 0.145, 0.074, 0.122, 0.107, 0.099, 0.078, 0.096, 0.101, 0.116, 0.102, 0.097, 0.083, 0.083, 0.105, 0.105, 0.144, 0.102, 0.107, 0.105, 0.099, 0.087, 0.092, 0.152, 0.154],
  "orbital_gap_ev": 6.35,
  "e_tot_ev": -50848.053,
  "homo_energy_ev": -7.246,
  "relative_energy_kj_mol": 0.0
}